[1]
{"formula": "C33H45GdN4P2", "method": "ωB97M-V/def2-TZVPD", "homo_ev": [-12.96, -12.93], "lumo_energy_ha": [-0.18524, -0.22961], "charge": 2, "spin_multiplicity": 8, "symbols": ["Gd", "N", "C", "C", "N", "C", "C", "N", "C", "C", "N", "H", "H", "H", "H", "H", "H", "H", "H", "H", "H", "H", "H", "H", "H", "H", "H", "H", "H", "C", "C", "P", "C", "C", "C", "C", "C", "C", "C", "C", "C", "C", "C", "C", "P", "C", "C", "C", "C", "C", "C", "C", "C", "C", "C", "C", "C", "H", "H", "H", "H", "H", "H", "H", "H", "H", "H", "H", "H", "H", "H", "H", "H", "H", "H", "H", "H", "H", "H", "H", "H", "C", "H", "H", "H"], "positions_angstrom": [[9.27973, -20.98010, -1.81827], [9.32482, -22.95677, -0.10001], [10.05136, -24.19107, -0.53693], [11.23694, -23.82823, -1.40571], [10.85425, -23.02623, -2.59963], [12.00876, -22.35745, -3.20433], [12.67309, -21.27113, -2.29859], [11.65355, -20.28336, -1.76604], [10.13067, -23.90305, -3.56407], [8.88908, -23.21954, -4.14102], [8.00814, -22.59961, -3.10975], [9.75533, -22.63892, 0.80398], [8.34531, -23.22160, 0.13125], [9.36005, -24.82707, -1.08973], [10.39300, -24.79865, 0.34463], [11.75424, -24.73546, -1.75408], [11.98319, -23.29217, -0.79753], [11.72031, -21.88194, -4.16695], [12.75417, -23.13001, -3.44990], [13.41451, -20.74077, -2.92968], [13.20591, -21.74289, -1.47948], [11.69080, -19.42277, -2.32663], [11.94504, -20.01099, -0.84283], [9.83397, -24.85255, -3.03905], [10.75161, -24.22356, -4.42912], [8.33967, -23.93432, -4.79922], [9.20342, -22.45876, -4.90489], [7.62673, -23.37512, -2.55945], [7.20542, -22.10235, -3.54836], [10.93520, -16.57871, -1.13853], [9.85125, -16.66654, -0.08739], [9.24218, -18.41146, 0.38197], [10.22185, -18.70859, 1.88302], [11.07794, -19.87088, 1.99444], [11.84279, -20.12845, 3.11613], [11.80509, -19.19843, 4.15191], [10.98486, -18.07270, 4.10413], [10.12928, -17.87069, 3.00334], [7.66938, -18.04644, 1.20536], [7.19698, -18.82947, 2.28208], [5.99974, -18.51001, 2.92331], [5.21062, -17.48325, 2.41141], [5.64797, -16.74107, 1.33880], [6.87846, -16.99906, 0.75438], [10.57895, -16.90246, -2.93889], [10.11263, -15.27289, -3.61734], [9.86455, -14.11537, -2.89642], [9.44848, -12.97380, -3.59740], [9.16601, -12.95753, -4.96452], [9.43568, -14.12824, -5.69193], [9.78790, -15.28024, -4.99930], [8.94374, -17.68386, -3.02358], [7.78400, -17.05309, -2.55287], [6.50980, -17.64575, -2.73119], [6.35633, -18.78373, -3.49608], [7.51018, -19.36119, -4.06878], [8.80085, -18.89680, -3.79635], [11.74334, -17.30293, -0.95005], [11.41068, -15.57122, -1.07599], [9.03191, -15.97389, -0.34501], [10.27396, -16.32484, 0.88954], [11.03626, -20.62392, 1.17393], [12.48553, -21.00737, 3.21627], [12.37740, -19.36306, 5.06230], [11.02144, -17.34706, 4.92394], [9.32469, -17.11973, 3.07317], [7.83931, -19.64136, 2.65846], [5.69624, -19.09741, 3.82157], [4.26075, -17.17790, 2.85814], [5.06490, -15.89001, 0.97215], [7.13214, -16.41674, -0.13660], [10.04548, -14.08602, -1.82133], [9.26883, -12.03385, -3.06742], [8.78394, -12.06231, -5.41364], [9.37326, -14.13731, -6.76701], [9.77485, -16.26438, -5.48056], [7.88177, -16.07110, -2.17312], [5.61853, -17.19793, -2.26269], [5.37377, -19.22814, -3.65261], [7.37991, -20.13052, -4.83544], [9.64611, -19.19180, -4.43200], [7.13140, -20.61107, -0.55836], [7.11377, -20.79796, 0.50863], [6.59140, -21.49261, -0.97345], [6.55381, -19.69409, -0.70421]], "atomic_forces_ev_per_a": [[-1.46, 0.79, 1.22], [0.06, -0.31, 0.96], [0.08, -0.23, 0.76], [0.67, -0.03, -0.20], [-0.70, -0.13, 0.48], [0.62, 0.42, -0.14], [-0.57, 0.08, -1.07], [1.02, -0.45, -0.62], [-0.43, -0.51, 0.13], [-0.12, 0.16, -1.75], [-0.28, -0.62, -0.81], [-0.71, -0.29, -1.01], [0.92, 0.43, -0.01], [-0.09, 0.06, 0.08], [-0.23, 0.53, -0.83], [-0.11, 0.00, 0.21], [-0.35, 0.05, -0.26], [-0.08, -0.30, 0.53], [0.15, 0.32, -0.07], [-0.30, -0.34, 0.45], [-0.02, 0.15, 0.15], [0.08, -0.13, 0.09], [0.14, 0.30, 0.45], [0.25, 0.93, -0.52], [-0.09, 0.24, 0.59], [0.26, 0.22, 0.71], [-0.18, -0.15, 0.94], [-0.17, 0.43, -0.07], [0.65, -0.68, 0.35], [0.61, -0.06, -0.24], [-0.21, 0.11, 1.18], [0.57, 0.45, -0.34], [1.23, -1.46, 0.98], [-1.13, 0.62, -1.10], [0.03, 0.27, 0.24], [0.01, 0.31, 0.47], [-0.25, -0.04, -0.45], [0.24, -0.08, 0.35], [-0.63, -0.07, 0.09], [0.47, 0.27, 0.09], [0.10, -0.83, 0.29], [-0.50, 0.33, 0.56], [0.03, 0.63, -0.29], [-0.37, -0.01, -0.66], [0.71, 0.33, -0.07], [-1.19, -0.14, -0.85], [0.56, 0.41, -0.38], [-0.76, 0.67, 0.32], [1.08, -1.21, 0.67], [-0.34, 0.12, 0.62], [0.47, -0.32, 0.48], [-1.09, -0.97, -0.32], [-0.35, -1.70, -1.00], [0.13, 0.67, 0.59], [0.88, -0.51, -0.04], [-0.34, -0.28, -0.26], [-0.48, 1.68, 0.12], [-0.12, 0.29, 0.33], [-0.21, -0.71, -0.19], [0.27, -0.52, 0.27], [-0.34, 0.05, -0.77], [0.20, 0.63, 0.45], [-0.36, 0.24, -0.18], [0.08, 0.00, -0.28], [-0.26, -0.41, -0.27], [0.75, -0.11, -0.25], [-0.46, 0.40, -0.09], [0.16, 0.60, -0.91], [0.33, -0.42, 0.07], [0.08, -0.43, 0.14], [0.12, -0.17, 0.59], [-0.04, 0.23, -0.27], [0.09, -0.43, 0.09], [0.07, 0.24, -0.28], [-0.37, -0.13, -0.15], [0.42, 0.49, -0.29], [-0.09, 0.78, 0.58], [0.55, -0.06, -0.37], [0.26, 0.21, -0.09], [0.05, 0.04, 0.28], [-0.15, -0.23, 0.42], [-0.34, -1.14, -0.48], [0.51, 0.03, 0.35], [0.01, 0.50, -0.15], [0.27, -0.12, -0.34]]}

[2]
{"formula": "C2H4O2S", "method": "ωB97M-V/def2-TZVPD", "homo_ev": -10.30, "de_lowest_ev": 2.5761, "lumo_energy_ha": -0.03261, "charge": 0, "symbols": ["C", "C", "O", "O", "S", "H", "H", "H", "H"], "positions_angstrom": [[0.09248, -0.50390, -0.45823], [-0.15275, 0.43274, 0.44078], [-0.30502, -3.08426, 0.62204], [-1.92315, -1.60450, 1.80410], [-1.42718, -2.18549, 0.54553], [-0.17548, -0.51699, -1.56082], [1.02768, -1.14728, -0.39153], [0.33031, 0.66028, 1.41336], [-0.77579, 1.15531, 0.20067]], "atomic_forces_ev_per_a": [[3.67, -0.60, -2.12], [2.73, -1.46, 1.16], [-0.47, 0.11, 0.10], [0.76, -1.09, -1.98], [-0.99, 0.02, 2.37], [-0.66, 0.37, 1.70], [-1.50, 0.51, 0.54], [-0.08, -1.10, -0.71], [-3.44, 3.23, -1.06]]}

[3]
{"formula": "CO2PS", "method": "ωB97M-V/def2-TZVPD", "homo_ev": [-1.57, -1.58], "de_lowest_ev": 0.1801, "lumo_energy_ha": [0.13572, 0.13708], "charge": -1, "symbols": ["C", "O", "O", "P", "S"], "positions_angstrom": [[-1.16269, -0.07384, -0.00655], [-1.23430, 0.25168, 1.09224], [-1.28443, -0.44420, -1.08717], [1.49705, 1.04040, -0.15390], [2.18437, -0.77403, 0.15538]], "atomic_forces_ev_per_a": [[0.03, 0.14, -0.08], [-0.24, 0.35, 1.72], [-0.13, -0.61, -1.55], [0.16, 0.62, -0.18], [0.18, -0.50, 0.09]]}

[4]
{"formula": "C43H34FeN5", "method": "ωB97M-V/def2-TZVPD", "homo_ev": [-7.30, -7.42], "de_lowest_ev": 0.0000, "lumo_energy_ha": [0.00952, 0.00280], "charge": 0, "spin_multiplicity": 6, "symbols": ["Fe", "N", "C", "C", "C", "C", "C", "C", "C", "C", "C", "C", "C", "C", "H", "H", "H", "H", "H", "H", "H", "H", "H", "H", "C", "C", "C", "C", "C", "C", "C", "C", "C", "C", "C", "C", "C", "C", "C", "N", "H", "H", "H", "H", "H", "H", "H", "H", "H", "H", "N", "C", "C", "N", "C", "H", "H", "H", "H", "N", "C", "C", "C", "C", "C", "C", "C", "C", "C", "C", "C", "C", "C", "H", "H", "H", "H", "H", "H", "H", "H", "H", "H"], "positions_angstrom": [[-0.26956, 0.18523, -0.38920], [0.60590, -0.70081, 2.05512], [1.18999, 0.35632, 2.77202], [0.78067, 0.61065, 4.07903], [1.32073, 1.66186, 4.80082], [2.27434, 2.48086, 4.21495], [2.67077, 2.23221, 2.91098], [2.15111, 1.17652, 2.16372], [2.65278, 0.91747, 0.78489], [4.03493, 1.03880, 0.58597], [4.60186, 0.85060, -0.66082], [3.78193, 0.52667, -1.73196], [2.41630, 0.38597, -1.53143], [1.80295, 0.57229, -0.28250], [0.17914, -1.39662, 2.65020], [1.22464, -1.13462, 1.38091], [0.04272, -0.03998, 4.53729], [0.99654, 1.83603, 5.81936], [2.69697, 3.31297, 4.76280], [3.39493, 2.88546, 2.43952], [4.67233, 1.26757, 1.43251], [5.67280, 0.94436, -0.79203], [4.20394, 0.36864, -2.71772], [1.80548, 0.10981, -2.38552], [-1.40749, 0.04417, -4.63469], [-1.30521, 1.37429, -5.01983], [-0.93616, 2.32997, -4.08735], [-0.67879, 1.95725, -2.76736], [-0.79325, 0.62379, -2.35316], [-1.14994, -0.31726, -3.31734], [-0.29348, 2.96512, -1.75083], [0.25406, 4.22604, -2.10827], [0.57482, 5.11918, -1.13614], [0.32865, 4.80065, 0.22009], [0.56866, 5.70241, 1.28135], [0.25977, 5.35523, 2.56560], [-0.28820, 4.08438, 2.84098], [-0.49824, 3.18201, 1.83782], [-0.19939, 3.52341, 0.49835], [-0.46803, 2.62203, -0.49075], [-1.68455, -0.70971, -5.36233], [-1.51139, 1.66625, -6.04178], [-0.87228, 3.36661, -4.39541], [-1.21496, -1.36545, -3.04131], [0.44158, 4.45480, -3.14671], [1.01150, 6.07929, -1.38566], [0.98618, 6.67666, 1.05560], [0.43429, 6.05181, 3.37528], [-0.52665, 3.81522, 3.86100], [-0.90092, 2.19997, 2.04407], [-3.96950, -0.33131, 1.66506], [-4.27048, 0.91711, 1.16657], [-3.13543, 1.35121, 0.56050], [-2.15499, 0.39220, 0.68413], [-2.69182, -0.60636, 1.34550], [-4.59566, -0.95481, 2.14282], [-5.23870, 1.36765, 1.28673], [-2.94367, 2.27532, 0.04476], [-2.20521, -1.53935, 1.56998], [-0.36132, -1.72128, -0.50394], [-0.44418, -2.96746, -0.58822], [0.71429, -3.81801, -1.02826], [0.53901, -5.10045, -1.54062], [1.63009, -5.83713, -1.98227], [2.90687, -5.30159, -1.90783], [3.08906, -4.01975, -1.40191], [2.00021, -3.28210, -0.97119], [-1.74379, -3.64638, -0.23975], [-1.79952, -4.72834, 0.63444], [-3.02337, -5.25603, 1.02416], [-4.20293, -4.72269, 0.52332], [-4.15430, -3.65297, -0.36265], [-2.93234, -3.11285, -0.73353], [-0.45541, -5.52346, -1.60965], [1.48012, -6.82977, -2.38751], [3.75778, -5.87800, -2.24789], [4.08150, -3.59025, -1.34954], [2.13017, -2.26930, -0.60857], [-0.87838, -5.15177, 1.01712], [-3.05530, -6.08962, 1.71426], [-5.15615, -5.14540, 0.81462], [-5.07084, -3.24136, -0.76745], [-2.88052, -2.26204, -1.40337]], "atomic_forces_ev_per_a": [[-0.03, -0.04, -0.06], [-0.03, -0.02, 0.02], [0.02, 0.01, 0.00], [-0.01, 0.00, 0.00], [0.00, 0.01, 0.00], [-0.01, 0.00, 0.01], [0.00, -0.01, -0.02], [0.00, 0.00, 0.01], [0.03, 0.00, -0.03], [-0.02, 0.01, 0.03], [0.01, 0.00, -0.01], [-0.01, -0.01, -0.01], [0.01, 0.02, 0.01], [-0.04, -0.03, -0.01], [0.00, -0.01, 0.00], [0.00, 0.01, 0.00], [0.00, 0.00, -0.01], [0.00, 0.00, 0.00], [0.00, 0.00, 0.00], [0.00, 0.00, 0.00], [0.00, 0.00, 0.00], [0.00, 0.00, 0.00], [0.00, 0.00, 0.00], [0.00, 0.00, 0.01], [0.00, 0.01, 0.01], [0.00, -0.01, 0.00], [0.01, 0.01, 0.00], [-0.03, 0.00, -0.04], [0.05, -0.03, 0.04], [-0.01, -0.01, -0.02], [0.00, -0.03, 0.02], [0.02, 0.03, 0.00], [-0.01, -0.02, 0.01], [0.00, 0.00, -0.01], [0.00, 0.01, 0.01], [0.00, 0.00, -0.01], [0.00, 0.00, 0.00], [-0.01, -0.01, -0.01], [0.00, -0.01, 0.03], [0.01, 0.04, -0.02], [0.00, 0.00, 0.00], [0.00, 0.00, 0.00], [0.00, 0.01, 0.00], [0.01, 0.01, 0.00], [-0.01, -0.01, -0.01], [0.00, 0.00, 0.00], [0.00, 0.00, -0.01], [0.00, 0.00, 0.00], [0.00, 0.00, 0.00], [0.01, 0.00, 0.01], [0.02, 0.01, 0.00], [-0.02, 0.00, -0.01], [0.04, 0.01, 0.00], [0.00, -0.03, 0.03], [-0.02, -0.01, 0.00], [0.00, -0.01, 0.00], [0.00, 0.00, 0.00], [-0.01, 0.00, 0.00], [0.02, 0.00, 0.01], [0.01, 0.08, 0.06], [0.04, 0.01, -0.05], [0.01, 0.00, 0.01], [-0.02, -0.01, 0.01], [0.01, 0.00, 0.00], [-0.01, 0.00, 0.00], [0.00, 0.00, -0.01], [-0.01, 0.01, 0.00], [-0.05, -0.01, -0.03], [0.03, 0.02, 0.00], [0.00, 0.00, 0.01], [0.00, 0.00, 0.00], [0.00, 0.00, 0.00], [0.02, 0.00, 0.00], [0.00, 0.00, 0.00], [0.00, 0.00, 0.00], [0.00, 0.00, 0.00], [0.00, 0.00, 0.00], [0.00, 0.00, 0.00], [0.00, -0.01, 0.00], [0.00, 0.00, 0.00], [0.00, 0.00, 0.00], [0.00, 0.00, 0.00], [-0.01, 0.00, 0.01]]}

[5]
{"formula": "C4H17N2O2", "method": "ωB97M-V/def2-TZVPD", "homo_ev": -12.31, "de_lowest_ev": 3.3687, "lumo_energy_ha": -0.11908, "charge": 1, "symbols": ["N", "C", "C", "C", "N", "C", "H", "H", "H", "H", "H", "H", "H", "H", "H", "H", "H", "H", "H", "H", "H", "O", "H", "H", "O"], "positions_angstrom": [[-1.54221, 1.36068, 0.54309], [-0.12005, 1.16534, 1.50146], [0.48852, 2.50194, 1.59555], [0.63084, -0.00619, 1.08980], [0.79217, -0.02219, -0.32040], [2.05934, 0.04679, -0.99740], [-1.95249, 0.44668, 0.48133], [-2.20757, 2.03262, 1.09858], [-1.26863, 1.68272, -0.37274], [-0.58801, 0.95861, 2.47976], [0.63544, 3.06066, 0.66928], [1.50824, 2.52630, 1.80814], [0.00759, 3.05962, 2.32921], [1.58181, -0.01879, 1.59025], [-0.04063, -0.81515, 1.34011], [0.19450, -0.58476, -0.74687], [2.41719, -1.00299, -1.15337], [1.86824, 0.22831, -2.14422], [2.92395, 0.62935, -0.68473], [0.43116, -6.48536, -0.63469], [-0.85116, -6.87105, -1.20873], [0.04394, -7.26632, -0.88547], [-1.79795, 1.26700, -3.02537], [-3.08677, 1.03513, -2.28334], [-2.12744, 1.07108, -2.06924]], "atomic_forces_ev_per_a": [[1.23, 1.04, 3.90], [-3.10, 1.72, 1.16], [0.38, 0.58, -2.02], [-0.46, -0.82, -1.50], [2.90, 4.04, 1.32], [0.22, -2.52, -3.83], [-0.50, -0.37, -0.30], [1.64, -1.55, -1.66], [-0.19, 0.19, -0.58], [0.08, -0.01, -0.33], [-1.04, 0.00, -0.39], [1.87, -0.86, 1.21], [-0.88, 1.36, 1.01], [0.30, -0.31, 0.63], [0.46, -0.96, 0.53], [-2.82, -3.01, -2.34], [0.42, 0.54, 0.66], [0.24, 0.54, 2.17], [-0.72, 0.42, 0.57], [2.11, 2.82, 1.19], [2.12, -1.58, 0.69], [-4.23, -1.25, -1.88], [-0.33, -0.50, 2.51], [0.61, -0.05, 0.59], [-0.31, 0.54, -3.33]]}

no.,calculated total energy (eV)
1,-80310.5898
2,-17066.6946
3,-25257.0373
4,-86980.7021
5,-11490.5222